{"formula": "C34H72B3F12N10O2", "method": "wB97M-V/def2-TZVPD", "species": ["C", "C", "N", "C", "C", "N", "C", "C", "H", "H", "H", "H", "H", "H", "H", "H", "H", "H", "H", "C", "C", "N", "C", "C", "N", "C", "C", "H", "H", "H", "H", "H", "H", "H", "H", "H", "H", "H", "C", "C", "N", "C", "C", "N", "C", "C", "H", "H", "H", "H", "H", "H", "H", "H", "H", "H", "H", "C", "C", "N", "C", "C", "N", "C", "C", "H", "H", "H", "H", "H", "H", "H", "H", "H", "H", "H", "C", "N", "C", "C", "C", "C", "O", "H", "H", "H", "H", "H", "H", "H", "H", "H", "H", "H", "H", "H", "H", "C", "N", "C", "C", "C", "C", "O", "H", "H", "H", "H", "H", "H", "H", "H", "H", "H", "H", "H", "H", "H", "B", "F", "F", "F", "F", "B", "F", "F", "F", "F", "B", "F", "F", "F", "F"], "coordinates": [[-5.051, 4.300, 4.350], [-5.348, 4.317, 2.863], [-4.961, 3.093, 2.169], [-5.568, 2.669, 1.011], [-4.941, 1.562, 0.469], [-3.906, 1.175, 1.393], [-3.920, 2.223, 2.406], [-2.857, 0.176, 1.202], [-5.688, 4.990, 4.904], [-4.019, 4.525, 4.617], [-5.256, 3.370, 4.881], [-4.856, 5.129, 2.326], [-6.423, 4.440, 2.732], [-6.441, 3.135, 0.579], [-4.978, 0.855, -0.346], [-3.165, 2.431, 3.150], [-1.867, 0.508, 1.515], [-2.888, -0.061, 0.139], [-3.033, -0.725, 1.790], [3.903, -1.562, -7.593], [4.508, -2.867, -6.934], [3.690, -3.177, -5.744], [2.326, -3.354, -5.623], [2.094, -3.654, -4.315], [3.335, -3.785, -3.656], [4.332, -3.502, -4.535], [3.551, -4.067, -2.263], [4.190, -0.696, -6.996], [2.848, -1.566, -7.868], [4.283, -1.568, -8.614], [5.568, -2.696, -6.743], [4.443, -3.649, -7.690], [1.640, -3.083, -6.412], [1.172, -3.709, -3.754], [5.407, -3.502, -4.431], [3.560, -5.143, -2.088], [2.666, -3.766, -1.701], [4.435, -3.605, -1.824], [6.526, 0.109, 1.057], [5.024, 0.659, 0.900], [4.349, 0.310, -0.335], [3.627, -0.809, -0.591], [3.229, -0.763, -1.925], [3.548, 0.506, -2.433], [4.258, 1.135, -1.408], [2.998, 1.092, -3.665], [6.586, -0.879, 1.512], [7.117, 0.635, 1.807], [6.973, 0.241, 0.072], [5.151, 1.736, 1.008], [4.272, 0.296, 1.602], [3.584, -1.562, 0.183], [2.663, -1.393, -2.596], [4.511, 2.178, -1.528], [3.685, 0.924, -4.494], [2.797, 2.162, -3.625], [2.023, 0.636, -3.839], [-2.506, 7.890, -0.460], [-1.916, 6.636, 0.048], [-2.098, 5.554, -0.832], [-3.309, 4.987, -1.241], [-3.013, 3.722, -1.588], [-1.633, 3.467, -1.500], [-1.100, 4.623, -1.015], [-1.025, 2.158, -1.648], [-1.879, 8.351, -1.224], [-2.290, 8.653, 0.288], [-3.564, 7.970, -0.709], [-2.383, 6.445, 1.014], [-0.847, 6.768, 0.216], [-4.259, 5.472, -1.070], [-3.624, 2.944, -2.023], [-0.131, 4.548, -0.543], [0.034, 2.259, -1.890], [-1.626, 1.590, -2.357], [-1.247, 1.594, -0.742], [1.045, 3.240, 5.819], [1.829, 2.862, 4.529], [2.319, 4.177, 3.865], [2.893, 1.832, 4.822], [0.789, 2.290, 3.515], [1.364, 1.736, 2.182], [1.539, 0.361, 2.281], [0.029, 3.558, 5.585], [1.695, 3.945, 6.338], [0.969, 2.406, 6.516], [2.860, 4.031, 2.930], [3.054, 4.601, 4.549], [1.571, 4.969, 3.897], [3.400, 1.771, 3.859], [2.579, 0.813, 5.046], [3.638, 2.211, 5.521], [0.089, 3.069, 3.215], [0.266, 1.504, 4.060], [2.407, 2.023, 2.052], [0.778, 1.888, 1.276], [1.026, -0.063, 1.589], [-2.128, -5.430, 1.895], [-0.579, -5.480, 2.004], [-0.126, -4.109, 2.658], [-0.101, -6.517, 3.109], [0.110, -5.783, 0.618], [-0.539, -6.762, -0.243], [-0.829, -8.054, 0.326], [-2.321, -4.757, 1.060], [-2.668, -4.942, 2.706], [-2.497, -6.445, 1.746], [-0.868, -3.839, 3.410], [-0.361, -3.352, 1.910], [0.880, -3.986, 3.057], [-0.301, -6.018, 4.057], [0.963, -6.750, 3.162], [-0.733, -7.405, 3.141], [1.091, -6.044, 1.015], [0.160, -4.827, 0.096], [0.042, -6.991, -1.137], [-1.444, -6.228, -0.533], [-0.290, -8.720, -0.106], [-4.831, -3.157, -0.455], [-5.138, -3.639, 0.782], [-5.965, -3.245, -1.190], [-4.456, -1.869, -0.492], [-3.880, -3.996, -0.930], [-4.726, 0.681, -3.465], [-4.060, 0.201, -4.569], [-3.826, 0.536, -2.469], [-4.980, 2.001, -3.828], [-5.812, -0.101, -3.436], [-0.647, -2.076, -1.039], [-0.322, -1.867, 0.249], [-1.642, -1.199, -1.372], [0.446, -1.699, -1.799], [-1.054, -3.357, -1.175]], "forces_ev_per_a": [[0.3, 0.0, 0.9], [-0.2, 0.0, 0.5], [1.7, -2.9, -1.1], [-0.1, -1.1, -1.5], [2.0, -0.9, 2.8], [-1.4, 5.8, 2.4], [-1.1, -1.4, -2.6], [-0.2, -0.6, -0.2], [0.1, 0.4, -0.4], [0.1, 0.2, -0.3], [-0.2, -0.4, -0.6], [0.0, 0.2, 0.3], [0.1, -0.2, -0.2], [0.1, 0.2, 0.3], [-0.9, 0.3, -0.7], [-0.2, -0.5, 0.0], [-0.1, 0.6, -0.2], [0.3, -0.5, 0.0], [-0.5, 0.0, -0.3], [0.9, -1.1, -0.4], [-2.1, 1.6, -1.6], [2.9, -1.6, 2.3], [0.8, 0.8, 0.7], [0.8, -0.3, 0.6], [0.8, 1.0, -2.0], [-3.6, 0.5, -2.0], [-0.9, -0.9, 1.3], [-0.2, 0.1, -0.4], [-0.3, -0.3, 1.0], [0.8, 0.6, 0.1], [-0.3, -0.1, 0.7], [-0.1, -0.3, 0.4], [0.1, -0.2, 0.1], [0.0, -0.1, -0.1], [-0.2, 0.0, 0.3], [0.4, -0.1, -0.3], [0.0, 0.5, -0.1], [-0.1, 0.1, -0.5], [-1.6, 0.2, 0.4], [0.9, -0.8, 0.1], [1.0, 1.2, 0.6], [-0.4, -1.3, -1.9], [-0.3, 0.8, 0.9], [0.1, -0.8, 0.7], [0.0, 2.3, -2.1], [0.2, -0.6, 0.7], [-0.3, -0.5, -0.9], [-0.3, 0.8, -0.2], [0.3, -0.5, 0.2], [-0.6, 0.2, -0.3], [0.6, 0.0, 1.0], [-0.2, -0.2, -0.4], [-0.2, -0.2, 0.7], [0.2, -0.1, 0.6], [-0.1, 0.0, -0.1], [0.3, 0.1, 0.6], [0.1, -0.2, -0.2], [0.8, 2.7, -0.1], [-0.1, 1.2, 1.0], [1.5, -3.5, -1.0], [1.2, 0.1, 1.0], [0.4, -1.6, -1.4], [-1.7, 3.6, 1.0], [-1.8, -1.5, 0.1], [-0.6, -0.6, 0.0], [-0.3, -0.5, -0.8], [-0.5, 0.0, 0.6], [0.1, -0.5, 0.0], [0.0, -0.5, 0.1], [0.0, 0.0, 0.0], [0.2, 0.0, -0.4], [-0.4, -0.1, -0.1], [0.2, 0.9, -0.3], [-0.2, -0.2, 0.0], [0.3, 0.0, -0.6], [0.6, 0.0, 0.3], [1.1, -0.5, -0.3], [-2.4, 0.5, -0.6], [1.3, -0.3, 2.0], [1.0, 0.9, -1.6], [0.2, -0.2, -0.5], [1.1, -0.7, 0.8], [-0.3, -1.6, 0.4], [0.4, 0.4, -0.1], [-0.5, 0.4, -0.1], [0.1, -0.4, -0.5], [-0.6, -0.3, -0.1], [0.3, -0.3, 0.1], [-0.6, -0.7, -0.5], [0.3, -0.3, 0.1], [-0.7, 0.5, 0.3], [-0.4, 0.1, 0.2], [0.1, 0.4, 0.7], [0.0, -0.1, -0.2], [-0.2, 1.3, -0.4], [-0.2, 1.0, 0.3], [-0.1, -0.6, -0.2], [0.8, 0.3, -0.7], [0.6, -0.2, 2.5], [-1.7, 0.2, -1.7], [-1.5, 0.8, 0.2], [1.5, 1.4, 2.9], [-1.2, -1.5, -0.7], [-0.1, 0.9, 0.5], [-0.2, -0.3, -0.5], [0.7, -0.3, 0.5], [0.1, 0.2, -0.2], [0.2, -0.7, 0.4], [0.6, 0.0, -0.4], [0.0, -0.8, -0.4], [-0.2, 0.1, -0.1], [-0.1, 0.1, -0.9], [0.3, 0.0, -0.7], [0.3, -0.2, -0.6], [-0.1, 0.0, 0.0], [0.2, 0.9, -0.1], [-0.5, -0.7, -0.5], [0.0, 0.0, 0.0], [-1.5, -1.1, -0.9], [-0.1, -0.1, 3.2], [-1.9, -0.3, -1.5], [1.4, 2.9, 0.9], [2.3, -1.3, -1.0], [0.2, -1.0, -3.8], [1.9, -0.7, -2.2], [1.1, 0.8, 3.4], [-0.5, 1.9, 1.4], [-2.3, -0.3, 1.8], [-1.3, 1.1, -1.5], [1.2, 0.6, 3.9], [-1.1, 1.0, -0.3], [1.7, -0.5, -1.2], [0.3, -2.0, -0.5]], "homo_energy_ev": [-7.97, -11.77], "total_charge": 2, "multiplicity": 2}